# 1
Here is a molecular structure, C4H15N3O from the Open Molecules 2025 dataset. Energies are from the ωB97M-V functional and the def2-TZVPD basis.

- gap between HOMO and LUMO (alpha / beta) (eV) = 8.65 / 7.04
- ΔE to the lowest compared entry with this formula, charge and spin (eV) = 8.4241
- total charge = 0
- largest force on an atom (eV/A) = 4.0
- LUMO (alpha / beta) (eV) = 0.65 / 0.27
- E_tot (Ha) = -400.6086

Geometry (Å):
C: 0.84 2.06 -0.37
C: 0.89 -0.64 -1.99
N: 0.13 0.50 -2.32
O: -0.35 1.34 -0.69
H: -0.85 0.24 -2.43
H: 1.55 1.42 0.16
H: 0.59 2.92 0.25
H: 1.29 2.41 -1.30
H: 0.50 -1.57 -2.43
H: 1.94 -0.51 -2.27
H: 0.80 -0.87 -0.81
C: -0.88 -1.87 0.62
C: -1.27 1.19 0.88
N: 0.16 -0.88 0.80
N: 0.84 -1.16 1.96
H: 1.39 -0.37 2.27
H: 0.29 -1.55 2.73
H: -0.47 -2.89 0.56
H: -1.39 -1.67 -0.32
H: -1.62 -1.85 1.44
H: -2.05 0.46 0.75
H: -0.71 1.09 1.80
H: -1.62 2.20 0.71

Löwdin population analysis, charges in e, atoms 1 to 5: number 1, C, carries -0.164; number 2, C, carries -0.234; number 3, N, carries -0.008; number 4, O, carries -0.339; number 5, H, carries 0.055



# 2
Here is a molecular structure, C3H2FLiO2 from the Open Molecules 2025 dataset. Energies are from the ωB97M-V functional and the def2-TZVPD basis.

- gap between HOMO and LUMO (alpha / beta) (eV) = 10.66 / 5.05
- ΔE to the lowest compared entry with this formula, charge and spin (eV) = 3.7990
- total charge = +1
- multiplicity = 2
- largest force on an atom (eV/A) = 1.2
- LUMO (alpha / beta) (eV) = -3.99 / -9.60
- E_tot (Ha) = -373.0084

Geometry (Å):
H: 0.53 2.19 -1.31
O: 0.32 0.86 0.32
O: -0.21 -0.91 -0.71
C: 0.26 1.19 -1.01
C: -0.05 0.06 -1.66
C: 0.03 -0.41 0.49
H: -0.42 -0.12 -2.67
F: -0.68 -1.30 4.29
Li: 0.24 -1.56 2.26

Löwdin population analysis, charges in e, atoms 1 to 5: number 1, H, carries 0.153; number 2, O, carries 0.029; number 3, O, carries 0.026; number 4, C, carries -0.015; number 5, C, carries -0.022



# 3
Here is C31H36N4O4 in the gas phase from the Open Molecules 2025 dataset. Energies are from the ωB97M-V functional and the def2-TZVPD basis.

- gap between HOMO and LUMO (eV) = 8.89
- total charge = 0
- largest force on an atom (eV/A) = 0.6
- LUMO (eV) = 0.70
- E_tot (Ha) = -1722.9766

Geometry (Å):
C: 0.53 -2.97 6.08
C: 0.40 -2.20 4.80
C: 0.49 -2.85 3.58
C: 0.38 -2.17 2.39
C: 0.16 -0.80 2.41
N: 0.08 -0.07 1.19
C: -0.89 -0.27 0.28
O: -0.88 0.27 -0.83
C: -2.09 -1.08 0.74
C: -2.99 -1.47 -0.43
C: -2.54 -2.79 -1.06
C: -1.08 -2.79 -1.49
O: -0.22 -3.40 -0.88
N: -0.86 -2.10 -2.64
C: 0.29 -2.08 -3.42
C: 1.30 -3.04 -3.32
C: 2.34 -2.97 -4.23
C: 2.37 -1.94 -5.16
C: 1.32 -1.03 -5.16
N: 0.30 -1.10 -4.32
C: 1.09 0.98 1.01
C: 0.40 2.35 1.19
O: 0.51 2.97 2.23
N: -0.33 2.75 0.14
C: -1.18 3.92 0.15
C: -2.66 3.50 0.21
C: -3.02 3.28 -1.25
C: -2.35 4.46 -1.95
C: -1.04 4.68 -1.18
C: 1.86 0.83 -0.28
C: 2.31 1.93 -1.00
C: 3.08 1.77 -2.14
C: 3.43 0.49 -2.57
O: 4.19 0.37 -3.69
C: 3.02 -0.61 -1.83
C: 2.23 -0.44 -0.70
C: 0.08 -0.13 3.62
C: 0.20 -0.82 4.82
C: 0.12 -0.07 6.12
H: 0.67 -4.03 5.88
H: -0.36 -2.84 6.70
H: 1.38 -2.61 6.66
H: 0.66 -3.92 3.56
H: 0.46 -2.69 1.44
H: -2.64 -0.44 1.44
H: -1.78 -1.97 1.29
H: -4.02 -1.58 -0.09
H: -2.96 -0.67 -1.17
H: -2.66 -3.60 -0.33
H: -3.16 -3.02 -1.93
H: -1.54 -1.41 -2.92
H: 1.25 -3.81 -2.57
H: 3.13 -3.71 -4.20
H: 3.17 -1.86 -5.88
H: 1.29 -0.22 -5.86
H: 1.79 0.88 1.84
H: -0.44 2.10 -0.63
H: -0.88 4.51 1.02
H: -2.80 2.62 0.83
H: -3.25 4.32 0.63
H: -4.10 3.25 -1.42
H: -2.59 2.34 -1.60
H: -2.18 4.27 -3.01
H: -2.99 5.34 -1.86
H: -0.86 5.74 -1.00
H: -0.19 4.29 -1.73
H: 2.07 2.93 -0.66
H: 3.41 2.62 -2.71
H: 4.33 -0.57 -3.88
H: 3.31 -1.60 -2.14
H: 1.91 -1.31 -0.15
H: -0.06 0.94 3.63
H: 1.03 -0.21 6.70
H: -0.72 -0.43 6.72
H: -0.01 0.99 5.94

Löwdin population analysis, charges in e, atoms 1 to 5: number 1, C, carries -0.047; number 2, C, carries -0.236; number 3, C, carries -0.025; number 4, C, carries -0.016; number 5, C, carries -0.218



# 4
Here is C6H7N in the gas phase from the Open Molecules 2025 dataset. Energies are from the ωB97M-V functional and the def2-TZVPD basis.

- gap between HOMO and LUMO (eV) = 10.80
- ΔE to the lowest compared entry with this formula, charge and spin (eV) = 2.4593
- total charge = 0
- largest force on an atom (eV/A) = 3.1
- LUMO (eV) = 0.96
- E_tot (Ha) = -287.4969

Geometry (Å):
N: -0.49 3.20 -0.16
C: -0.37 2.11 0.21
C: -0.14 0.72 0.61
C: 1.09 0.17 -0.12
C: 0.94 -1.29 0.03
C: -0.38 -1.57 0.09
C: -1.10 -0.28 -0.03
H: -0.08 0.64 1.70
H: 0.52 0.35 -1.24
H: 2.06 0.64 0.03
H: 1.75 -2.00 -0.13
H: -0.85 -2.53 -0.03
H: -0.78 0.08 -1.18
H: -2.17 -0.24 0.21

Löwdin population analysis, charges in e, atoms 1 to 5: number 1, N, carries 0.154; number 2, C, carries -0.198; number 3, C, carries -0.334; number 4, C, carries -0.168; number 5, C, carries -0.102